Below is a 13-piece molecular cluster, C87H199N13O13 overall in a non-equilibrium geometry, with properties calculated with ωB97M-V/def2-TZVPD.

Calculated values
- Relative energy (zero: lowest compared OMol25 entry of this formula, charge and spin): 578.9 kJ/mol
- LUMO: 0.513 eV
- Molar mass: 1635.63 g mol⁻¹
- Energy: -139417.3431 eV
- Highest occupied orbital energy: -8.1 eV
- HOMO-LUMO gap: 8.601 eV

Geometry (Å):
C: -6.92968 1.35981 -3.52083
C: -5.39172 1.31887 -3.63905
C: -4.88101 2.70875 -3.62235
O: -5.33627 3.41098 -4.74294
C: -4.77412 4.74425 -4.88501
N: -4.93959 0.40952 -2.60863
H: -7.33810 0.37737 -3.28399
H: -7.37281 1.65447 -4.47210
H: -7.28089 2.12390 -2.82735
H: -5.00095 0.82581 -4.52917
H: -3.80284 2.66318 -3.77583
H: -5.08721 3.18402 -2.66333
H: -4.90683 5.29310 -3.95268
H: -5.30025 5.23386 -5.70450
H: -3.71307 4.84250 -5.11440
H: -5.21171 0.85933 -1.74624
H: -5.57722 -0.37118 -2.67215
C: -2.16817 0.33965 0.35408
C: -1.20627 0.45699 -0.82807
C: -0.87672 -1.00005 -1.38766
O: -0.18594 -1.77325 -0.40052
C: 1.22902 -1.55938 -0.38358
N: -1.88722 1.19637 -1.92011
H: -1.71088 -0.19189 1.18861
H: -3.03752 -0.27197 0.11273
H: -2.55961 1.28660 0.72578
H: -0.28330 0.97240 -0.56242
H: -0.33712 -0.97866 -2.33448
H: -1.78105 -1.52213 -1.70028
H: 1.59716 -1.62582 -1.40738
H: 1.78341 -2.29002 0.20542
H: 1.37595 -0.56281 0.03279
H: -2.80004 0.80121 -2.09537
H: -2.17700 2.08314 -1.53311
C: -6.74574 -5.79221 1.32078
C: -7.57238 -4.87045 0.50368
C: -6.82944 -4.59928 -0.80978
O: -5.83142 -3.78348 -0.49972
C: -4.77537 -3.63565 -1.47139
N: -8.85996 -5.46406 0.22883
H: -6.55442 -6.74642 0.82988
H: -7.10664 -5.99006 2.33009
H: -5.69968 -5.49364 1.38950
H: -7.67914 -3.96858 1.10645
H: -7.35239 -4.11640 -1.63529
H: -6.41482 -5.55465 -1.13143
H: -3.94284 -4.33902 -1.48769
H: -4.34664 -2.66442 -1.22444
H: -5.08377 -3.59857 -2.51620
H: -9.29841 -6.07018 0.90741
H: -9.53630 -4.84823 -0.19944
C: -0.35216 -5.90562 -1.11549
C: 0.99391 -5.14474 -0.97313
C: 1.61297 -5.41406 0.46003
O: 2.49789 -4.26608 0.63936
C: 2.89901 -4.21575 1.99869
N: 1.89277 -5.56141 -1.98455
H: -0.71709 -5.70642 -2.12309
H: -1.18561 -5.69507 -0.44531
H: -0.10318 -6.96375 -1.03497
H: 0.71651 -4.10358 -1.13786
H: 2.16837 -6.35121 0.49738
H: 0.89814 -5.34226 1.27976
H: 2.05784 -3.71550 2.47857
H: 3.62415 -3.41821 2.16048
H: 3.22256 -5.15912 2.43856
H: 2.67136 -4.94834 -1.78950
H: 1.54288 -5.13721 -2.83174
C: -2.42064 1.44552 -6.08686
C: -0.85085 1.22620 -6.39517
C: -0.25168 2.38780 -7.21958
O: -0.56831 2.21884 -8.60445
C: 0.44723 1.60695 -9.34660
N: -0.12354 0.91097 -5.20143
H: -2.93871 1.83350 -6.96388
H: -2.70519 2.29719 -5.46897
H: -2.89239 0.60651 -5.57536
H: -0.86655 0.31660 -6.99555
H: 0.82682 2.49016 -7.09938
H: -0.73046 3.27073 -6.79612
H: 1.29808 2.28427 -9.42013
H: -0.05767 1.59780 -10.31257
H: 0.65739 0.60518 -8.97194
H: -0.41652 -0.03027 -4.98158
H: -0.60885 1.38039 -4.45028
C: 2.30950 -1.71896 -5.42484
C: 1.75082 -2.50137 -4.20643
C: 0.34911 -3.07722 -4.45845
O: -0.57005 -2.12649 -5.02680
C: -1.86880 -2.59394 -5.37935
N: 2.60183 -3.56781 -3.77416
H: 2.21350 -2.27950 -6.35471
H: 3.37266 -1.51068 -5.30481
H: 1.87700 -0.73310 -5.59552
H: 1.66462 -1.71065 -3.46115
H: 0.11113 -3.41438 -3.44959
H: 0.55698 -3.85720 -5.19092
H: -2.53934 -1.81237 -5.73659
H: -2.23841 -2.96290 -4.42260
H: -1.78294 -3.46085 -6.03447
H: 3.40996 -3.02672 -3.50169
H: 2.97735 -4.10661 -4.54147
C: 6.12732 -3.86266 -1.77325
C: 6.43010 -2.35264 -1.75487
C: 7.68611 -2.10468 -0.76199
C: 9.07964 -2.27228 -1.39538
C: 9.08921 -1.57856 -2.82692
C: 7.93563 -1.97628 -3.80991
N: 6.62784 -1.79696 -3.08848
O: 5.51636 -1.82321 -3.88506
C: 7.94169 -1.05944 -5.01123
C: 8.08974 -3.48170 -4.21002
C: 5.36730 -1.50065 -0.98797
H: 5.22880 -4.12066 -1.21271
H: 6.92603 -4.48313 -1.36684
H: 6.08941 -4.24252 -2.79421
H: 7.69133 -1.04465 -0.50818
H: 7.55145 -2.74145 0.11237
H: 9.38735 -3.30341 -1.56915
H: 9.89850 -1.83145 -0.82684
H: 10.08440 -1.76253 -3.23169
H: 9.03088 -0.53943 -2.50302
H: 7.07645 -1.42949 -5.56125
H: 7.86345 -0.00462 -4.74793
H: 8.82478 -1.14243 -5.64478
H: 7.20942 -3.92917 -4.67146
H: 8.81401 -3.52191 -5.02360
H: 8.64434 -4.05162 -3.46458
H: 4.98713 -2.02230 -0.10965
H: 4.51361 -1.27364 -1.62654
H: 5.64783 -0.46885 -0.77630
H: 5.26215 -0.90142 -3.97043
C: -1.63522 3.00058 5.59474
C: -1.60928 1.89541 4.45482
C: -1.21781 2.60855 3.12984
C: 0.23791 2.90764 2.98618
C: 1.09490 1.64331 3.22562
C: 0.78200 0.74003 4.43533
N: -0.72523 0.70100 4.68153
O: -1.07612 0.02270 5.85210
C: 1.21100 -0.70008 4.09260
C: 1.60820 1.26266 5.66160
C: -3.02575 1.35045 4.05163
H: -0.61476 3.37122 5.69166
H: -1.86638 2.55677 6.56309
H: -2.20381 3.88919 5.32059
H: -1.30858 1.90222 2.30464
H: -1.90986 3.44784 3.06075
H: 0.52035 3.70679 3.67153
H: 0.49516 3.34503 2.02149
H: 2.15966 1.87643 3.21903
H: 0.81621 1.01420 2.38026
H: 2.28608 -0.81154 3.95171
H: 0.83211 -1.43754 4.80021
H: 0.63223 -0.99351 3.21680
H: 1.40956 0.71809 6.58468
H: 2.67689 1.28350 5.44814
H: 1.37606 2.23815 6.08897
H: -3.32338 0.86676 4.98199
H: -2.83317 0.63917 3.24845
H: -3.79330 2.03280 3.68641
H: -1.07276 -0.90919 5.62152
C: 10.64372 -0.40923 4.59292
C: 9.22225 -1.03471 4.62291
C: 8.61201 -0.57247 5.96449
C: 7.12660 -0.94678 6.11893
C: 6.40724 -0.26825 4.89215
C: 6.95035 -0.78745 3.51663
N: 8.42127 -0.53441 3.49236
O: 9.01903 -0.88593 2.20897
C: 6.48473 -2.22148 3.15773
C: 6.32211 0.09431 2.41994
C: 9.49398 -2.53304 4.64712
H: 11.07641 -0.77875 5.52261
H: 10.52087 0.67382 4.58688
H: 11.29280 -0.79604 3.80733
H: 9.12376 -0.97095 6.84052
H: 8.75266 0.49422 6.13908
H: 6.73996 -0.56168 7.06251
H: 7.17128 -2.03029 6.00894
H: 6.67522 0.78195 5.00780
H: 5.32411 -0.38985 4.87979
H: 5.53942 -2.44756 2.66438
H: 7.07065 -2.68153 2.36203
H: 6.50588 -2.88804 4.01992
H: 6.42599 1.12691 2.75316
H: 6.66196 0.04120 1.38564
H: 5.23547 0.01979 2.37778
H: 10.04637 -2.92978 5.49893
H: 10.00011 -2.80489 3.72082
H: 8.58650 -3.12239 4.51580
H: 9.30280 -0.01678 1.91628
C: -2.42789 -4.19555 7.09091
C: -3.22101 -3.92869 5.80864
C: -3.89403 -2.44463 5.86512
C: -4.33950 -2.01595 4.47971
C: -3.23164 -2.08656 3.42947
C: -2.51953 -3.47092 3.34703
N: -2.17342 -4.03099 4.71040
O: -1.50571 -5.24869 4.68274
C: -3.47147 -4.43410 2.58662
C: -1.22696 -3.33718 2.50935
C: -4.33163 -4.98386 5.77986
H: -3.04392 -4.01700 7.97224
H: -1.71204 -3.37581 7.15173
H: -2.04885 -5.20558 7.24665
H: -4.76156 -2.43582 6.52498
H: -3.24299 -1.69056 6.30741
H: -4.58685 -0.95440 4.47405
H: -5.26759 -2.49868 4.17355
H: -2.41656 -1.36405 3.47094
H: -3.68029 -1.81133 2.47498
H: -3.21816 -4.32547 1.53204
H: -3.23278 -5.44940 2.90328
H: -4.53077 -4.34435 2.82733
H: -0.76454 -4.31544 2.37787
H: -1.36097 -2.73132 1.61321
H: -0.38787 -2.81499 2.96908
H: -4.77418 -5.37857 6.69444
H: -3.93374 -5.91993 5.38804
H: -5.10858 -4.79323 5.03952
H: -2.25578 -5.82927 4.83082
C: 2.78212 1.28382 -3.57961
C: 3.44783 2.26804 -2.58382
C: 2.92733 2.02864 -1.14390
C: 3.69924 2.79481 -0.03645
C: 5.20276 2.57270 -0.19150
C: 5.68699 2.86349 -1.61375
N: 4.87530 2.16515 -2.57763
O: 5.40609 2.21285 -3.88842
C: 5.91710 4.32111 -1.79797
C: 7.09886 2.16135 -1.68570
C: 3.06366 3.66864 -3.18355
H: 3.25080 0.30039 -3.54367
H: 2.84161 1.54980 -4.63498
H: 1.73314 1.14201 -3.31956
H: 1.93318 2.47446 -1.11208
H: 2.72965 0.96463 -1.01385
H: 3.31116 2.50877 0.94114
H: 3.47316 3.86087 -0.01413
H: 5.53942 1.58608 0.12681
H: 5.65429 3.28492 0.49912
H: 6.33826 4.61745 -2.75866
H: 5.01224 4.86925 -1.53554
H: 6.61544 4.64597 -1.02668
H: 7.85266 2.67625 -1.09008
H: 7.00336 1.16388 -1.25670
H: 7.46290 2.16689 -2.71309
H: 3.42291 4.54370 -2.64199
H: 1.98040 3.76925 -3.25088
H: 3.50635 3.84344 -4.16415
H: 5.79312 1.33493 -3.92107
C: -6.34227 3.11385 1.85845
C: -7.74051 2.71888 2.26404
C: -8.69220 3.62302 1.43410
C: -8.81775 3.21513 -0.01148
C: -9.35223 1.76734 -0.10482
C: -8.45857 0.71296 0.69674
N: -8.10295 1.28936 2.04358
O: -7.36687 0.38133 2.82393
C: -9.25574 -0.64973 0.79174
C: -7.08749 0.45996 -0.14037
C: -7.93087 3.03206 3.75054
H: -6.08762 4.14628 2.09794
H: -6.28334 3.16832 0.77141
H: -5.56211 2.44328 2.21871
H: -9.72203 3.75192 1.76719
H: -8.30758 4.64291 1.43579
H: -7.92850 3.21587 -0.64182
H: -9.60611 3.78974 -0.49771
H: -9.64410 1.46938 -1.11186
H: -10.32610 1.78547 0.38440
H: -8.68063 -1.51307 1.12639
H: -10.12365 -0.59927 1.44924
H: -9.55819 -0.94560 -0.21279
H: -6.26179 1.16536 -0.04699
H: -6.79890 -0.50235 0.28245
H: -7.35811 0.23333 -1.17164
H: -8.99227 2.85800 3.92726
H: -7.73034 4.07727 3.98594
H: -7.34595 2.40947 4.42756
H: -6.46116 0.52590 2.54040
C: -3.37045 5.80235 1.89819
C: -2.96054 5.92390 0.44293
C: -2.79949 7.53353 0.17194
C: -1.95697 7.80651 -1.06617
C: -0.64999 7.08326 -1.04844
C: -0.78225 5.54862 -0.95582
N: -1.64988 5.18843 0.23072
O: -1.80841 3.76294 0.33898
C: -1.25088 4.87878 -2.26856
C: 0.63835 5.09309 -0.57423
C: -4.09374 5.33800 -0.50146
H: -4.27038 6.38203 2.10358
H: -2.54658 6.09904 2.54729
H: -3.64381 4.75295 2.00837
H: -3.74696 7.93040 -0.19261
H: -2.32055 8.06504 0.99426
H: -1.79182 8.88350 -1.09650
H: -2.55723 7.69982 -1.96972
H: -0.09140 7.51589 -0.21843
H: -0.17194 7.43943 -1.96097
H: -0.52169 4.87172 -3.07870
H: -1.30677 3.80948 -2.06466
H: -2.20379 5.16616 -2.71295
H: 1.31478 5.31599 -1.39937
H: 1.06725 5.45694 0.35945
H: 0.45522 4.02247 -0.48292
H: -5.05935 5.68666 -0.13521
H: -4.16421 4.25427 -0.59453
H: -4.02040 5.61248 -1.55378
H: -0.93583 3.51105 0.65001

Cartesian forces (eV/Å) of the 2 atoms listed first:
-0.18 0.32 -1.73
-1.87 -1.16 -0.65